Here is a molecular structure, C73H181N12Na2O31P in a non-equilibrium geometry from OMol25. Energies are from wB97M-V/def2-TZVPD.

Total charge: -2
Gap between HOMO and LUMO in eV: 3.22

Element x y z (Å)
P1 -2.851 -4.473 3.183
Na1 -2.976 -2.047 1.571
Na2 -0.116 -3.623 2.329
O1 -0.320 -1.979 0.337
O2 -3.309 -5.921 3.437
O3 -1.608 -4.150 4.087
O4 1.460 4.026 3.765
O5 -2.368 -4.346 1.701
O6 7.616 -1.957 -7.258
O7 2.255 -6.264 5.961
O8 -8.417 -4.759 2.301
O9 5.546 0.949 0.725
O10 1.308 -1.263 -10.042
O11 -7.009 -1.279 7.802
O12 11.506 1.850 2.709
O13 -1.848 -0.570 0.013
O14 0.018 -0.307 -6.794
O15 -4.995 -3.342 -3.648
O16 1.232 -1.823 3.557
O17 -1.267 2.447 -0.600
O18 -6.413 6.462 5.129
O19 -4.102 0.185 2.385
O20 -3.963 -3.399 3.340
O21 0.128 -0.162 -0.930
O22 5.579 -5.170 -2.903
O23 2.143 -4.382 -2.753
O24 -3.623 1.201 -5.273
O25 1.509 3.831 -4.311
O26 -6.141 4.297 0.560
O27 -2.355 4.890 4.427
O28 -1.283 -7.157 -0.590
O29 -2.357 -1.317 6.345
O30 5.791 -0.675 -3.021
O31 1.632 5.882 0.262
N1 8.186 -1.015 -4.513
N2 2.047 -4.808 2.954
N3 -7.230 6.632 2.477
N4 -5.507 -2.492 1.412
N5 2.496 6.415 -2.676
N6 0.182 5.677 5.724
N7 -0.535 0.951 -9.414
N8 -2.906 -4.850 -0.953
N9 -5.117 -2.568 5.568
N10 3.826 -4.176 -0.739
N11 8.981 2.273 1.225
N12 -3.391 1.536 -2.147
C1 1.509 6.533 1.510
C2 -1.555 -4.900 -1.551
C3 8.110 -1.150 -3.011
C4 9.131 2.176 2.679
C5 -4.736 -1.139 5.686
C6 -6.512 -3.579 1.261
C7 -3.722 4.998 4.063
C8 0.755 1.051 -10.186
C9 -0.488 1.646 -8.147
C10 2.758 4.547 -4.347
C11 2.285 -2.251 -9.660
C12 -1.544 3.113 -1.788
C13 -5.199 -3.493 -5.064
C14 -6.877 5.512 0.174
C15 -1.043 -1.390 5.754
C16 4.657 0.166 -2.769
C17 -3.798 -3.870 -1.530
C18 2.405 3.348 2.865
C19 -0.355 -1.178 -5.784
C20 4.659 -0.021 1.199
C21 -0.458 -8.033 0.172
C22 3.035 -7.062 6.848
C23 5.049 -3.492 -1.151
C24 1.636 2.435 -4.765
C25 -4.159 0.548 -2.904
C26 2.480 -3.864 4.001
C27 2.586 -3.379 -0.610
C28 -7.411 7.425 4.765
C29 -8.975 -5.232 3.523
C30 1.276 5.887 -2.120
C31 7.558 -1.715 -8.659
C32 12.763 2.058 3.392
C33 -6.984 -2.653 7.305
C34 7.024 -0.155 -2.513
C35 -5.194 -0.055 1.452
C36 -3.290 -0.866 5.378
C37 2.052 -3.194 -2.055
C38 7.602 2.116 0.819
C39 -0.577 3.198 0.392
C40 0.919 6.536 -0.780
C41 1.941 4.079 5.095
C42 -0.682 -0.890 -0.142
C43 1.576 5.386 5.778
C44 -2.232 5.033 5.852
C45 1.198 -0.572 2.973
C46 2.582 -2.421 3.505
C47 8.973 -2.038 -5.185
C48 5.990 -4.530 -1.705
C49 -8.128 -0.582 7.262
C50 1.484 -6.074 3.579
C51 -7.213 -3.988 2.567
C52 2.644 6.079 -4.040
C53 1.759 0.079 -9.803
C54 -3.963 -4.175 -3.056
C55 2.205 -4.152 -4.221
C56 -5.377 3.736 -0.521
C57 -2.214 2.100 -2.843
C58 -4.047 2.092 -6.344
C59 -8.195 6.971 3.507
C60 5.674 -4.397 -4.091
C61 -4.669 0.915 -4.298
C62 2.408 -6.754 4.639
C63 -0.748 4.752 6.321
C64 8.965 -1.782 -6.678
C65 -6.044 -1.257 1.949
C66 6.918 0.832 1.145
C67 -5.807 6.768 6.421
C68 -7.864 6.005 1.267
C69 -0.716 -5.841 -0.684
C70 10.421 2.740 3.236
C71 -6.546 -2.781 5.779
C72 -3.560 1.413 2.162
C73 -0.951 0.682 -7.008
H1 -2.729 -4.477 -0.030
H2 -4.754 -3.907 -1.006
H3 3.586 -4.698 -1.570
H4 1.956 -3.213 -10.055
H5 -1.047 -1.890 4.785
H6 3.421 -4.209 4.430
H7 -2.941 1.415 1.264
H8 2.725 -3.248 -4.540
H9 7.727 -2.145 -2.782
H10 4.899 -2.794 -1.974
H11 1.919 6.610 -4.657
H12 2.864 -4.998 2.392
H13 7.095 -0.073 -1.428
H14 -6.483 -4.463 3.222
H15 0.312 -5.859 -1.046
H16 1.310 -6.807 2.791
H17 -8.358 -6.004 3.983
H18 -4.553 4.358 -0.872
H19 -1.328 -1.643 -5.943
H20 -3.599 -0.378 -3.033
H21 -7.129 -2.083 5.179
H22 -8.199 7.535 5.511
H23 1.815 -3.911 -0.053
H24 -4.289 -3.243 -5.609
H25 3.062 -2.415 2.526
H26 -2.465 2.734 -3.693
H27 0.990 -2.953 -2.002
H28 2.393 1.931 -4.164
H29 -5.002 0.189 -2.313
H30 -2.028 4.072 -1.599
H31 -9.094 -1.053 7.445
H32 -7.553 5.246 -0.638
H33 -0.695 -0.040 -9.304
H34 -0.338 -1.723 6.516
H35 -8.668 7.840 3.051
H36 -6.453 6.149 2.906
H37 0.455 2.100 -7.843
H38 -3.032 1.111 -1.304
H39 7.237 -1.096 -4.848
H40 -6.234 6.331 -0.150
H41 1.926 7.539 1.563
H42 -0.414 0.628 -0.995
H43 -3.469 -2.857 -1.301
H44 -2.868 1.628 2.977
H45 -8.551 5.219 1.579
H46 -0.072 5.724 4.747
H47 -1.545 -5.287 -2.570
H48 -1.941 0.281 -7.227
H49 8.248 -2.332 -9.235
H50 -8.067 0.312 7.883
H51 -0.159 6.421 -0.663
H52 -1.067 4.165 0.504
H53 -3.105 -1.280 4.386
H54 -0.744 -0.377 5.486
H55 0.386 -1.926 -5.501
H56 -4.747 -0.139 0.462
H57 1.871 2.202 -5.803
H58 12.815 3.136 3.546
H59 -0.530 3.725 6.030
H60 1.770 0.097 3.616
H61 6.931 -4.011 -1.889
H62 0.162 -0.273 2.815
H63 2.439 -2.269 -8.581
H64 -5.447 7.794 6.337
H65 -5.833 0.828 1.423
H66 2.804 -2.423 -0.133
H67 3.284 6.169 -2.094
H68 2.576 -4.990 -4.811
H69 -6.069 3.494 -1.327
H70 -4.891 -2.789 2.156
H71 -5.325 1.778 -4.188
H72 0.468 6.561 1.833
H73 -3.990 6.047 3.931
H74 -7.960 -3.118 7.442
H75 -8.549 6.757 0.876
H76 2.178 -7.820 4.620
H77 4.089 -7.093 6.572
H78 -5.513 -4.512 -5.286
H79 7.017 0.564 2.197
H80 -5.356 0.186 -4.728
H81 2.075 0.211 -8.768
H82 9.396 1.411 0.900
H83 6.958 2.922 1.173
H84 12.817 1.530 4.344
H85 1.018 7.621 -0.814
H86 -8.066 -0.336 6.202
H87 -5.935 -4.422 0.881
H88 4.737 -0.294 2.251
H89 -2.889 4.384 6.431
H90 -0.665 4.813 7.407
H91 0.489 3.290 0.180
H92 3.329 3.845 2.571
H93 -9.037 -4.428 4.257
H94 3.849 -0.373 -3.264
H95 -6.190 -3.024 7.953
H96 9.633 -2.533 -7.100
H97 5.300 -4.878 -4.995
H98 3.216 -1.809 4.146
H99 3.524 6.659 -4.315
H100 1.830 5.384 6.838
H101 2.528 -8.026 6.799
H102 -4.979 -0.731 6.667
H103 -7.238 -3.335 0.486
H104 10.625 3.777 2.968
H105 -6.481 6.789 7.277
H106 -3.210 0.220 5.348
H107 -4.467 4.513 4.693
H108 3.712 0.397 0.857
H109 -5.372 -0.513 5.060
H110 7.768 -0.677 -8.919
H111 2.033 5.926 2.248
H112 -10.009 -5.559 3.419
H113 2.693 2.402 3.323
H114 9.128 1.141 3.021
H115 -4.241 2.262 2.099
H116 7.464 0.070 0.589
H117 2.199 6.138 5.293
H118 -7.081 -1.093 1.657
H119 4.477 0.316 -1.704
H120 -7.545 -3.047 3.006
H121 7.534 2.080 -0.268
H122 3.018 3.917 5.133
H123 -2.510 6.067 6.059
H124 -3.841 4.490 3.106
H125 10.025 -2.059 -4.902
H126 -8.839 6.150 3.822
H127 -4.860 -2.877 4.641
H128 1.414 4.817 -1.963
H129 1.505 3.206 5.581
H130 -4.453 3.008 -5.914
H131 -6.955 8.409 4.663
H132 -0.322 -7.927 1.248
H133 -4.953 2.788 -0.190
H134 3.000 4.635 -5.406
H135 2.540 -2.334 -2.515
H136 5.206 -3.413 -4.104
H137 3.571 4.012 -3.856
H138 -4.854 1.623 -6.906
H139 1.756 -3.820 4.815
H140 1.596 -0.589 1.958
H141 -0.921 1.360 -6.156
H142 -0.864 -9.032 0.013
H143 8.374 2.800 3.155
H144 0.716 1.916 -4.495
H145 6.731 -4.313 -4.342
H146 9.107 -0.926 -2.630
H147 9.426 -0.844 -6.986
H148 0.533 -5.954 4.099
H149 -0.491 -0.596 -4.872
H150 -4.924 6.160 6.618
H151 3.427 -6.681 4.257
H152 6.654 -1.987 -9.203
H153 -6.018 -2.875 -5.432
H154 8.707 -3.063 -4.927
H155 -1.181 -3.877 -1.524
H156 7.408 0.821 -2.809
H157 -0.749 2.652 1.319
H158 0.577 -8.077 -0.168
H159 1.837 3.314 1.935
H160 2.989 -6.699 7.875
H161 3.240 -2.050 -10.144
H162 0.427 0.783 -11.190
H163 -1.460 1.359 -3.110
H164 1.207 -4.024 -4.640
H165 4.788 -0.893 0.559
H166 -0.571 3.435 -2.158
H167 4.765 1.133 -3.260
H168 1.208 2.039 -10.268
H169 -4.133 -5.250 -3.119
H170 6.248 -5.240 -0.920
H171 -5.999 -1.297 3.037
H172 -3.200 2.493 -6.901
H173 0.440 5.992 -2.811
H174 -0.530 -5.457 0.319
H175 10.415 2.705 4.326
H176 -1.188 2.480 -8.198
H177 -6.844 -3.796 5.515
H178 13.629 1.786 2.789
H179 -3.037 -3.947 -3.583
H180 5.455 -3.009 -0.262
H181 2.694 0.195 -10.351